Record 1
Computed, not measured: 9 unconnected molecules or ions with the total composition C28H76BF4N12O12, with ωB97M-V with the def2-TZVPD basis set.

Kohn-Sham gap = 8.89 eV
lowest unoccupied orbital energy = 1.69 eV
E_HOMO = -7.21 eV

```
! wB97M-V def2-TZVPD RIJCOSX def2/J DEFGRID3
* xyz -1 1
B 1.66 1.25 -1.39
F 2.56 1.39 -2.46
F 0.42 1.54 -1.95
F 1.62 -0.11 -1.03
F 1.93 2.18 -0.43
C 3.39 -5.22 5.15
O 3.67 -4.48 6.05
N 2.97 -4.91 3.95
N 3.34 -6.47 5.26
H 2.84 -3.93 3.72
H 2.69 -5.63 3.30
H 3.18 -6.98 4.40
H 3.90 -6.93 5.97
C 2.86 7.40 -4.42
O 3.31 8.50 -4.61
N 3.47 6.42 -3.86
N 1.66 7.04 -4.69
H 3.02 5.53 -3.74
H 4.48 6.45 -3.88
H 1.19 7.63 -5.36
H 1.42 6.06 -4.63
C -5.10 -0.67 0.11
O -6.17 -1.10 0.48
N -4.84 0.17 -0.82
N -3.95 -1.06 0.57
H -5.68 0.56 -1.22
H -3.91 0.52 -1.03
H -3.16 -0.48 0.35
H -3.97 -1.60 1.42
C 3.40 7.99 4.59
O 2.42 7.41 5.09
N 3.98 7.59 3.52
N 4.11 8.98 5.12
H 3.68 6.71 3.12
H 4.75 8.08 3.10
H 3.75 9.31 6.00
H 4.89 9.41 4.65
C -1.79 -8.69 1.79
O -0.80 -9.54 1.23
C -0.03 -8.88 0.21
C 1.13 -9.79 -0.09
N 1.84 -10.07 1.15
C 2.83 -11.17 1.06
C 3.28 -11.59 2.46
O 2.22 -11.99 3.27
C 2.54 -12.66 4.48
H -2.54 -9.24 2.36
H -2.40 -8.18 1.04
H -1.33 -8.03 2.52
H 0.43 -7.96 0.58
H -0.74 -8.72 -0.60
H 1.80 -9.34 -0.82
H 0.77 -10.71 -0.54
H 1.09 -10.12 1.83
H 3.70 -10.85 0.49
H 2.35 -11.98 0.51
H 3.80 -10.72 2.87
H 4.01 -12.40 2.39
H 3.34 -12.15 5.02
H 2.96 -13.64 4.27
H 1.64 -12.72 5.10
C -3.61 1.33 -8.73
O -4.27 1.92 -9.82
C -4.97 3.09 -9.55
C -5.81 3.46 -10.79
N -6.50 2.41 -11.50
C -7.52 1.76 -10.72
C -8.11 0.72 -11.64
O -8.68 -0.36 -10.86
C -9.47 -1.34 -11.58
H -2.98 2.00 -8.15
H -2.86 0.68 -9.18
H -4.28 0.79 -8.05
H -4.35 3.98 -9.42
H -5.67 2.90 -8.73
H -5.03 3.79 -11.47
H -6.47 4.31 -10.61
H -5.85 1.68 -11.77
H -8.32 2.37 -10.30
H -7.19 1.21 -9.83
H -7.35 0.23 -12.24
H -8.87 1.17 -12.28
H -8.98 -1.61 -12.52
H -10.46 -0.95 -11.82
H -9.64 -2.23 -10.97
C -5.52 8.79 0.68
O -4.81 8.23 1.75
C -4.75 6.82 1.73
C -3.90 6.23 2.91
N -4.42 6.64 4.28
C -5.70 5.97 4.62
C -6.19 6.59 5.96
O -5.11 6.47 6.93
C -5.62 6.56 8.20
H -6.61 8.67 0.74
H -5.18 8.57 -0.32
H -5.36 9.86 0.84
H -4.24 6.60 0.79
H -5.72 6.31 1.77
H -2.88 6.52 2.69
H -3.97 5.15 2.83
H -4.68 7.55 3.92
H -5.52 4.92 4.84
H -6.47 6.04 3.86
H -7.12 6.15 6.32
H -6.43 7.66 5.93
H -6.46 7.23 8.35
H -4.76 6.77 8.84
H -5.87 5.53 8.46
C 8.33 0.53 6.83
O 7.96 0.14 5.51
C 8.14 1.16 4.54
C 7.60 0.41 3.30
N 8.63 -0.43 2.73
C 8.00 -1.31 1.71
C 9.03 -2.38 1.27
O 9.39 -3.08 2.43
C 9.81 -4.46 2.38
H 9.42 0.48 6.73
H 8.07 -0.23 7.56
H 7.94 1.51 7.10
H 9.19 1.36 4.35
H 7.57 2.08 4.68
H 7.02 1.01 2.59
H 6.75 -0.09 3.76
H 8.86 -1.08 3.47
H 7.58 -0.75 0.87
H 7.25 -1.92 2.21
H 9.98 -1.94 0.95
H 8.59 -3.06 0.54
H 10.65 -4.67 1.73
H 8.95 -5.01 1.98
H 9.93 -4.82 3.40
*
```

These are the Mulliken partial charges, in e, on atoms 1 to 5: 0.6247, -0.4241, -0.4158, -0.4128, -0.3728


Record 2
Computed, not measured: a molecular structure, C51H54AsBrGe2N5O6SSiTl, with ωB97M-V with the def2-TZVPD basis set.

Kohn-Sham gap (alpha / beta) = 5.66 / 5.97 eV
lowest unoccupied orbital energy (alpha / beta) = 1.69 / 1.36 eV
E_HOMO (alpha / beta) = -3.97 / -4.62 eV

```
! wB97M-V def2-TZVPD RIJCOSX def2/J DEFGRID3
* xyz -1 2
Tl -1.13 0.58 1.03
Br 0.92 -7.18 4.45
C 1.77 -5.58 5.06
C 3.15 -5.49 5.02
C 3.76 -4.33 5.45
C 3.01 -3.24 5.90
C 1.61 -3.36 5.93
C 0.99 -4.53 5.52
N 3.67 -2.19 6.53
N 3.34 -0.98 6.52
C 2.54 -0.36 5.59
C 1.82 0.73 6.09
C 0.80 1.32 5.38
C 0.42 0.87 4.09
O -0.58 1.33 3.48
C 1.29 -0.15 3.48
N 1.06 -0.46 2.19
C 1.87 -1.28 1.56
C 3.01 -1.81 2.16
C 3.27 -1.51 3.48
C 2.36 -0.72 4.21
H 3.74 -6.33 4.66
H 4.84 -4.25 5.43
H 1.01 -2.53 6.28
H -0.08 -4.61 5.55
H 2.02 1.04 7.11
H 0.22 2.13 5.81
H 1.62 -1.50 0.53
H 3.70 -2.42 1.59
H 4.18 -1.86 3.95
O 4.00 5.13 -0.25
C 3.02 4.43 -0.18
C 3.00 2.91 -0.16
O 3.97 2.20 -0.15
C 1.57 2.48 -0.14
C 0.81 3.65 0.02
O -0.50 3.78 0.19
C 1.59 4.84 -0.10
O 1.06 5.95 -0.16
O 1.21 1.25 -0.24
C -1.40 -2.63 -3.75
Ge 0.52 -2.22 -3.30
C 1.42 -2.35 -5.09
C 1.13 -3.88 -2.34
Ge 1.18 0.12 -2.15
C 0.51 1.44 -3.52
C -0.23 1.00 -4.62
C -0.65 1.89 -5.60
C -0.37 3.24 -5.49
C 0.35 3.70 -4.39
C 0.79 2.81 -3.42
C 3.13 0.02 -2.54
C 3.80 -1.17 -2.30
C 5.18 -1.26 -2.46
C 5.90 -0.14 -2.86
C 5.24 1.04 -3.13
C 3.86 1.12 -2.97
H -1.44 -3.59 -4.26
H -1.82 -1.87 -4.41
H -2.03 -2.69 -2.86
H 1.37 -3.38 -5.45
H 2.47 -2.06 -5.01
H 0.94 -1.69 -5.82
H 0.39 -4.67 -2.47
H 1.27 -3.71 -1.27
H 2.08 -4.21 -2.76
H -0.47 -0.05 -4.70
H -1.20 1.52 -6.46
H -0.70 3.93 -6.25
H 0.57 4.75 -4.29
H 1.34 3.18 -2.58
H 3.24 -2.05 -1.98
H 5.69 -2.19 -2.25
H 6.98 -0.19 -2.94
H 5.80 1.92 -3.44
H 3.36 2.06 -3.18
C -1.08 6.80 1.15
Si -1.32 5.28 0.05
C -1.49 5.71 -1.77
C -2.95 4.64 0.78
C -2.94 3.95 2.00
C -4.11 3.52 2.61
C -5.34 3.81 2.03
C -5.38 4.52 0.84
C -4.20 4.92 0.22
H -2.04 7.31 1.25
H -0.36 7.50 0.72
H -0.75 6.53 2.15
H -2.35 6.36 -1.94
H -1.62 4.82 -2.39
H -0.61 6.24 -2.13
H -1.99 3.77 2.50
H -4.06 2.96 3.53
H -6.25 3.47 2.50
H -6.34 4.78 0.40
H -4.25 5.47 -0.71
N -1.77 -6.38 1.26
C -1.51 -5.04 1.13
C -1.20 -4.48 -0.11
C -1.02 -3.12 -0.19
N -1.13 -2.29 0.83
C -1.43 -2.82 2.02
C -1.63 -4.17 2.22
H -1.42 -6.99 0.54
H -1.73 -6.76 2.19
H -1.09 -5.11 -0.99
H -0.76 -2.66 -1.15
H -1.52 -2.11 2.84
H -1.88 -4.55 3.20
C -2.69 -0.11 -2.08
As -4.30 -0.93 -1.36
C -4.54 -2.53 -2.46
C -5.71 0.25 -2.01
S -4.51 -1.37 0.65
H -2.78 -0.05 -3.16
H -1.81 -0.70 -1.82
H -2.58 0.88 -1.65
H -4.43 -2.29 -3.52
H -5.54 -2.92 -2.27
H -3.81 -3.28 -2.16
H -6.65 -0.06 -1.57
H -5.77 0.22 -3.10
H -5.48 1.26 -1.68
*
```

These are the Mulliken partial charges, in e, on atoms 1 to 5: 1.1892, -0.2453, 0.1356, -0.5443, -0.3356


Record 3
Computed, not measured: 2 unconnected molecules or ions with the total composition C3H10NS, with ωB97M-V with the def2-TZVPD basis set.

Kohn-Sham gap = 6.77 eV
lowest unoccupied orbital energy = 4.26 eV
E_HOMO = -2.52 eV

```
! wB97M-V def2-TZVPD RIJCOSX def2/J DEFGRID3
* xyz -1 1
C 1.45 -1.89 -0.41
N 0.60 -2.12 0.78
H 2.32 -1.29 -0.14
H 1.78 -2.85 -0.81
H 0.83 -1.46 -1.20
H -0.35 -1.77 0.55
H 0.92 -1.51 1.52
C -1.18 2.25 0.40
C -0.61 1.09 -0.43
S -1.81 -0.22 -0.78
H -2.02 2.68 -0.14
H -1.53 1.87 1.36
H -0.43 3.02 0.58
H -0.23 1.52 -1.36
H 0.26 0.69 0.08
*
```

These are the Mulliken partial charges, in e, on atoms 1 to 5: -0.6051, -0.6525, 0.2399, 0.2408, 0.2161


Record 4
Computed, not measured: 2 unconnected molecules or ions with the total composition C5H9NO, with ωB97M-V with the def2-TZVPD basis set.

Kohn-Sham gap = 9.02 eV
structure (SMILES) = CC=C=N.C=CO
lowest unoccupied orbital energy = 0.65 eV
E_HOMO = -8.37 eV

```
! wB97M-V def2-TZVPD RIJCOSX def2/J DEFGRID3
* xyz 0 1
C -2.49 -0.40 0.23
C -1.43 -1.43 -0.08
C -0.29 -1.51 0.57
N 0.74 -1.63 1.24
H -2.70 0.24 -0.64
H -2.17 0.25 1.05
H -3.43 -0.88 0.52
H -1.60 -2.14 -0.88
H 1.53 -1.10 0.86
C 0.73 1.48 -0.72
C 1.97 1.36 -0.24
O 2.64 0.17 -0.30
H 0.22 0.65 -1.19
H 0.21 2.43 -0.63
H 2.50 2.18 0.24
H 3.56 0.31 -0.04
*
```

These are the Mulliken partial charges, in e, on atoms 1 to 5: -0.9830, -0.4630, 0.4921, -0.6305, 0.2641


Record 5
Computed, not measured: a molecular structure, C2H3O2S, with ωB97M-V with the def2-TZVPD basis set.

Kohn-Sham gap = 7.26 eV
lowest unoccupied orbital energy = 3.92 eV
E_HOMO = -3.34 eV

```
! wB97M-V def2-TZVPD RIJCOSX def2/J DEFGRID3
* xyz -1 1
C -1.37 -1.24 -0.74
C -0.12 0.24 -0.07
O -2.30 -0.91 -1.40
O 0.85 -0.39 0.73
S -0.89 -2.63 0.07
H -0.77 0.99 0.37
H 0.39 0.71 -0.82
H 0.36 -1.13 1.00
*
```

These are the Mulliken partial charges, in e, on atoms 1 to 5: 0.3407, -0.5178, -0.5267, -0.4693, -0.5893


Record 6
Computed, not measured: 2 unconnected molecules or ions with the total composition C3H11NOS, with ωB97M-V with the def2-TZVPD basis set.

Kohn-Sham gap = 9.80 eV
structure (SMILES) = C[C@H](N)CS.O
lowest unoccupied orbital energy = 0.86 eV
E_HOMO = -8.94 eV

```
! wB97M-V def2-TZVPD RIJCOSX def2/J DEFGRID3
* xyz 0 1
C -1.12 1.29 0.78
C 0.19 0.50 0.67
N 0.81 0.79 -0.63
C -0.09 -0.99 0.87
S 1.37 -1.96 1.40
H -1.56 1.13 1.76
H -0.91 2.36 0.75
H -1.79 1.04 -0.04
H 0.80 0.85 1.51
H 1.81 0.74 -0.60
H 0.58 1.73 -0.91
H -0.49 -1.43 -0.02
H -0.80 -1.11 1.68
H 2.11 -1.72 0.31
O -0.15 -1.42 -2.41
H -0.79 -1.26 -3.11
H 0.02 -0.54 -2.01
*
```

These are the Mulliken partial charges, in e, on atoms 1 to 5: -1.5735, 0.5263, -0.6089, -0.7830, -0.2280


Taking the records one at a time from the top gives energy above the lowest of the compared OMol25 structures with the same formula, charge and spin values of 0.0, 4.9, 14.3, 66.9, 37.0, 0.0 kcal per mole.